[1]
DFT (the ωB97M-V functional and the def2-TZVPD basis) results for one molecule with the formula C31H52O3.

Geometry as XYZ:
```
86
C31H52O3 the ωB97M-V functional and the def2-TZVPD basis
H -1.505 -1.103 1.383
O -3.327 1.080 -0.185
H -3.479 1.640 1.977
H 0.028 1.940 3.414
C 1.161 1.507 -2.213
H -1.292 1.703 -3.311
C 3.342 -2.094 1.177
H 3.106 0.663 1.975
C 4.270 -1.982 -1.198
C 4.058 -3.693 -3.005
H 4.476 2.580 0.072
H -2.779 -3.487 -0.716
H 4.272 -2.473 1.609
C -3.212 1.062 -2.593
H -0.077 3.597 2.830
H -5.721 0.259 -0.367
H 3.414 -4.432 -3.477
H 3.004 -3.727 -1.148
H -2.119 -3.059 3.494
H -5.022 -1.986 -0.179
C -3.802 0.398 -1.343
C -2.194 -3.150 1.330
C 3.201 -0.104 2.739
H 0.660 -0.356 2.493
O 2.031 2.291 0.378
C -5.321 0.570 -1.327
H 2.355 -1.487 -3.114
H 0.684 -3.208 1.439
C 2.518 3.425 -0.144
C 2.530 -1.398 2.280
H 2.730 0.261 3.649
C -2.856 -2.990 2.698
H -2.313 -1.137 -1.231
H 4.377 -2.982 -3.765
H 2.772 -2.956 0.831
H -3.352 -2.026 2.779
C -1.145 1.325 -1.219
H 1.414 2.675 2.601
C -3.400 -1.087 -1.267
C 1.087 -1.119 1.841
H 1.087 -0.702 0.833
H -3.520 2.110 -2.590
H 4.940 -4.203 -2.623
H -0.042 -2.594 2.918
H 2.181 1.366 -1.862
C 3.318 -2.974 -1.878
C -0.186 2.125 1.290
H -2.175 1.186 3.085
H 5.151 -2.531 -0.853
H 0.900 0.672 -2.859
H 2.802 -0.657 -0.343
C -3.251 -3.155 0.212
H 2.494 -2.084 3.136
H -0.861 -2.050 0.044
C -1.527 1.791 1.135
H -1.707 -4.133 1.306
H -5.576 1.617 -1.477
C -2.470 1.880 2.298
H 1.469 -1.865 -1.631
C 3.990 3.548 0.164
H 4.256 -0.270 2.944
H 1.459 -3.002 -2.976
C 0.178 -2.346 1.878
H -3.614 0.590 -3.490
C -3.954 -1.811 -0.039
H -5.775 -0.023 -2.115
H -3.734 -1.588 -2.178
C -2.001 1.384 -0.119
C 0.666 2.009 0.194
H -3.597 -3.771 2.855
C 0.330 2.610 2.611
H -3.999 -3.907 0.474
C 3.686 -1.203 -0.016
C -1.115 -2.084 1.106
H 4.444 4.271 -0.507
H -2.466 2.885 2.718
C -1.689 0.991 -2.584
C 0.211 1.610 -1.057
H 4.427 -0.464 0.295
H 1.132 2.424 -2.802
C 2.072 -2.286 -2.431
O 1.870 4.228 -0.755
H -1.354 -0.005 -2.893
H 4.607 -1.264 -1.951
H 4.106 3.894 1.190
H -3.838 -1.161 0.827
```

Results
structure (SMILES)	CC(=O)Oc1c(C)c(C)c2c(c1C)CC[C@@](C)(CCC[C@H](C)CCC[C@H](C)CCCC(C)C)O2
energy above the lowest of the compared OMol25 structures with the same formula, charge and spin	0.0	kJ/mol
highest occupied orbital energy	-8.068	eV
gap between HOMO and LUMO	8.81	eV

***

[2]
DFT (the ωB97M-V functional and the def2-TZVPD basis) results for C28H27N9O3PtS3 as an isolated structure.

Geometry as XYZ:
```
71
C28H27N9O3PtS3 the ωB97M-V functional and the def2-TZVPD basis
C -1.217 -2.604 2.063
C -2.088 -2.382 4.751
H 3.171 -3.615 -0.148
N 5.061 3.659 -0.311
H -3.721 -1.849 -2.708
N 0.059 -0.507 2.534
H -2.012 0.810 -2.146
H -4.327 4.212 1.131
C -3.512 3.549 0.889
N 3.873 2.757 -2.055
C -0.375 -1.681 -2.304
H -3.383 4.103 3.459
H 1.225 0.685 -1.954
C -1.703 -1.973 -2.015
C -1.240 -1.434 4.190
H 1.015 -0.888 -3.735
C 3.312 -2.815 0.561
C -3.428 -0.602 -5.109
C -0.028 -1.029 -3.483
C 3.211 2.197 0.164
C -0.815 -1.542 2.863
H 2.756 1.894 -3.547
N 2.657 -0.723 1.477
C -2.366 -0.945 -4.105
H -1.040 2.272 -2.393
S -0.536 -0.032 4.971
N -2.274 2.301 -0.694
C 4.055 2.877 -0.737
C -1.026 -0.653 -4.366
C -2.598 3.077 1.872
C -3.301 3.137 -0.379
H -1.954 -2.535 -1.126
H -1.974 3.152 3.791
Pt 1.052 0.371 1.005
H -3.923 3.449 -1.205
H -2.384 -4.386 2.030
C 3.632 -0.744 2.400
H -0.759 -0.168 -5.298
H -0.845 -2.716 1.054
C 2.459 -1.707 0.569
C 4.327 -2.835 1.490
C -2.063 -3.540 2.624
H -3.254 0.379 -5.552
C 0.288 0.322 3.522
H 3.671 0.088 3.089
C -2.010 1.893 -2.077
C 4.504 -1.798 2.419
C 2.036 1.309 -1.617
S 0.887 -2.446 -1.355
H -2.787 2.307 -2.713
N -1.606 2.237 1.555
H 3.344 2.266 1.235
H -3.423 -1.329 -5.923
C 2.885 1.987 -2.475
N 1.362 -1.352 -0.178
O 2.034 -2.632 -2.194
C -2.688 -1.598 -2.916
O -0.534 1.040 -0.073
H -2.413 -2.306 5.780
S 1.218 1.677 2.966
H -4.421 -0.614 -4.662
C -1.458 1.862 0.307
H 5.304 -1.826 3.144
N -2.692 3.442 3.148
O 0.310 -3.569 -0.675
H -3.158 -4.182 4.358
H 5.004 -3.679 1.506
H 5.262 3.800 0.661
H 5.639 4.114 -0.999
N 2.224 1.438 -0.299
C -2.499 -3.429 3.949
```

Results
total charge	+2
energy above the lowest of the compared OMol25 structures with the same formula, charge and spin	5.9	kJ/mol
highest occupied orbital energy	-13.858	eV
gap between HOMO and LUMO	7.24	eV

***

[3]
DFT (the ωB97M-V functional and the def2-TZVPD basis) results for one molecule with the formula C3H7N3O.

Geometry as XYZ:
```
14
C3H7N3O the ωB97M-V functional and the def2-TZVPD basis
H -2.024 -1.146 -0.999
C 2.879 -0.378 0.439
H -1.252 0.381 1.438
H 2.525 1.833 0.343
H 2.005 1.063 -1.301
H 3.560 0.203 1.055
C 2.025 0.999 -0.233
H -2.208 -1.679 0.797
N -1.258 0.213 0.398
N -0.137 0.091 -0.286
H -3.323 -0.329 0.174
C -2.229 -0.806 0.035
O 0.775 0.882 0.310
N 2.796 -1.565 0.309
```

Results
energy above the lowest of the compared OMol25 structures with the same formula, charge and spin	701.8	kJ/mol
highest occupied orbital energy (spin up / spin down)	-8.462 / -7.269	eV
gap between HOMO and LUMO (spin up / spin down)	9.44 / 6.80	eV

***

[4]
DFT (the ωB97M-V functional and the def2-TZVPD basis) results for one molecule with the formula H4OP2S.

Geometry as XYZ:
```
8
H4OP2S the ωB97M-V functional and the def2-TZVPD basis
H -2.372 -0.008 -0.334
H -2.004 -1.461 1.013
P -1.633 -0.169 0.775
H 1.413 0.868 0.013
H 2.554 -0.812 0.066
P 1.663 -0.255 0.839
O 0.017 -2.404 0.204
S -0.020 -1.078 -0.385
```

Results
structure (SMILES)	O=S(P)#[PH2]
energy above the lowest of the compared OMol25 structures with the same formula, charge and spin	269.1	kJ/mol
highest occupied orbital energy	-8.791	eV
gap between HOMO and LUMO	8.91	eV

***

Copy entry 3 word for word.
DFT (the ωB97M-V functional and the def2-TZVPD basis) results for one molecule with the formula C3H7N3O.

Geometry as XYZ:
```
14
C3H7N3O the ωB97M-V functional and the def2-TZVPD basis
H -2.024 -1.146 -0.999
C 2.879 -0.378 0.439
H -1.252 0.381 1.438
H 2.525 1.833 0.343
H 2.005 1.063 -1.301
H 3.560 0.203 1.055
C 2.025 0.999 -0.233
H -2.208 -1.679 0.797
N -1.258 0.213 0.398
N -0.137 0.091 -0.286
H -3.323 -0.329 0.174
C -2.229 -0.806 0.035
O 0.775 0.882 0.310
N 2.796 -1.565 0.309
```

Results
energy above the lowest of the compared OMol25 structures with the same formula, charge and spin	701.8	kJ/mol
highest occupied orbital energy (spin up / spin down)	-8.462 / -7.269	eV
gap between HOMO and LUMO (spin up / spin down)	9.44 / 6.80	eV